(1)
# CH6N2O2

A cluster of 2 separate species, CH6N2O2 in total (ωB97M-V with the def2-TZVPD basis set, OMol25).

```
! wB97M-V def2-TZVPD RIJCOSX def2/J DEFGRID3
* xyz 0 1
N -0.25407 0.83130 2.07416
C 0.84417 0.02768 2.09970
N 1.35478 -0.46101 0.84899
O 1.37317 -0.24998 3.15884
H -0.71204 0.85914 2.96946
H -0.57529 1.35456 1.28732
H 2.29475 -0.07383 0.83173
H 1.42830 -1.46099 0.96437
H -2.31490 -0.78211 -6.85693
H -3.21715 -0.39250 -5.73314
O -2.62844 -0.02690 -6.39496
*
```

## Properties
HOMO level (eV): -9.70
Gap between HOMO and LUMO (eV): 10.583
SMILES: NC(N)=O.O
Relative energy (zero: lowest compared OMol25 entry of this formula, charge and spin) (kJ/mol): 105.1

---

(2)
# CH6N2O2S

An isolated molecule of CH6N2O2S (ωB97M-V with the def2-TZVPD basis set, OMol25).

```
! wB97M-V def2-TZVPD RIJCOSX def2/J DEFGRID3
* xyz 0 1
C 1.73376 -0.77255 -0.00775
N -1.84426 -0.03894 1.31927
N -0.67809 1.38329 -0.84547
O -1.02823 -1.30804 -0.56100
O 0.66007 -0.36979 0.96025
S -0.81365 -0.20339 0.30945
H 1.89685 0.17375 -0.56458
H 1.35594 -1.54678 -0.71223
H 2.48360 -1.13070 0.72481
H -1.78558 0.73320 2.02805
H -0.48111 1.09460 -1.86999
H -1.49930 1.98535 -0.78082
*
```

## Properties
HOMO level (eV): -10.03
Gap between HOMO and LUMO (eV): 10.654
SMILES: CO[S@@](=N)(N)=O
Relative energy (zero: lowest compared OMol25 entry of this formula, charge and spin) (kJ/mol): 203.9

---

(3)
# CH6N2O4P

A structure of composition CH6N2O4P (ωB97M-V with the def2-TZVPD basis set, OMol25).

```
! wB97M-V def2-TZVPD RIJCOSX def2/J DEFGRID3
* xyz -1 1
C -0.50195 -0.57018 0.02092
N 0.72244 -1.36757 -0.31032
N -0.21818 0.06402 1.33084
O -0.09211 2.93643 -0.22428
O 1.93056 1.30289 -0.56919
O 0.56495 2.07189 -2.56414
O -0.80732 0.22062 -0.98360
P 0.65232 1.90012 -0.96444
H -1.47002 -1.09726 0.12160
H 0.69161 -2.03906 0.42974
H 1.54110 -0.78992 -0.28225
H -0.42309 1.01279 1.03326
H -0.16150 2.76895 -2.52640
H 0.77473 0.03513 1.51289
*
```

## Properties
HOMO level (eV): -4.87
Gap between HOMO and LUMO (eV): 8.725
Relative energy (zero: lowest compared OMol25 entry of this formula, charge and spin) (kJ/mol): 150.0

---

(4)
# CH6N2P

A cluster of 2 separate species, CH6N2P in total (ωB97M-V with the def2-TZVPD basis set, OMol25).

```
! wB97M-V def2-TZVPD RIJCOSX def2/J DEFGRID3
* xyz 1 1
C -1.21697 -0.54982 -0.53592
N -2.16381 0.40141 -0.36609
N 0.95161 0.17739 0.77490
P 2.44152 0.40061 0.71996
H -1.46719 -1.53054 -0.25134
H -2.98795 0.07068 0.07693
H -2.01170 1.40784 -0.36102
H -0.57185 -0.22712 -1.37955
H 3.48988 0.96052 1.35558
H 3.41730 -0.46872 0.04936
*
```

## Properties
HOMO level (eV): -13.71
Gap between HOMO and LUMO (eV): 8.213
Relative energy (zero: lowest compared OMol25 entry of this formula, charge and spin) (kJ/mol): 415.1